[1]
# C3H8O2P

A 2-piece molecular cluster, C3H8O2P overall in a non-equilibrium geometry (ωB97M-V/def2-TZVPD, the Open Molecules 2025 dataset).

Geometry as ORCA input:
```
! wB97M-V def2-TZVPD RIJCOSX def2/J DEFGRID3
* xyz -1 1
C 1.545 1.016 -1.116
C -1.718 -1.172 -0.629
C 1.158 -0.057 1.416
O -2.135 1.442 0.330
O -0.312 -0.811 -0.719
P 0.143 0.628 -0.107
H 2.219 1.805 -0.691
H 1.063 1.341 -2.094
H -1.757 -1.763 0.304
H -2.034 -1.635 -1.508
H -2.150 -0.133 -0.365
H 0.996 -1.165 1.574
H 2.236 -0.054 1.446
H 0.746 0.559 2.160
*
```

As for the molar mass: 107.069 g mol⁻¹. Its relative energy (zero: lowest compared OMol25 entry of this formula, charge and spin) is 7.901 eV. The calculation puts the frontier orbital gap (spin up / spin down) at 7.31 / 7.22 eV. The max |F| is 0.0798 Eh/bohr.

natural (NBO) atomic charge list, values in e, 6 entries: C -1.00; C -0.34; C -0.96; O -0.93; O -0.85; P 1.47


[2]
# C3H8O2S

A 2-piece molecular cluster, C3H8O2S overall in a non-equilibrium geometry (ωB97M-V/def2-TZVPD, the Open Molecules 2025 dataset).

Geometry as ORCA input:
```
! wB97M-V def2-TZVPD RIJCOSX def2/J DEFGRID3
* xyz -2 1
C -0.361 0.325 -0.660
O -1.643 -0.189 -0.742
C 0.174 0.317 0.802
C 1.527 0.954 0.933
S 1.906 0.992 2.962
H 0.322 -0.155 -1.401
H -0.529 1.428 -0.767
H 0.108 -0.821 1.144
H -0.576 0.716 1.414
H 1.399 2.133 0.517
H 2.372 0.325 0.387
H -1.665 -1.051 -1.389
H -1.663 -2.732 -1.283
O -1.373 -2.242 -1.917
*
```

As for the molar mass: 108.162 g mol⁻¹. Its relative energy (zero: lowest compared OMol25 entry of this formula, charge and spin) is 1.883 eV. The calculation puts the frontier orbital gap at 5.85 eV. The max |F| is 0.1632 Eh/bohr.

natural (NBO) atomic charge list, values in e, 6 entries: C -0.04; O -0.85; C -0.46; C -0.46; S -0.84; H 0.15


[3]
# C3H8O2S

One molecule with the formula C3H8O2S in a non-equilibrium geometry (ωB97M-V/def2-TZVPD, the Open Molecules 2025 dataset).

Geometry as ORCA input:
```
! wB97M-V def2-TZVPD RIJCOSX def2/J DEFGRID3
* xyz 0 1
C 0.029 1.402 -1.135
C -1.933 0.076 0.399
C 1.923 -0.801 0.478
O 0.505 1.504 1.357
O -0.706 -0.584 0.240
S 0.458 0.604 0.183
H 0.472 2.455 -1.050
H 0.321 0.812 -2.003
H -2.663 -0.601 0.785
H -2.469 0.447 -0.628
H -1.642 0.861 1.062
H 2.791 -0.166 0.547
H 1.774 -1.451 1.365
H 1.838 -1.407 -0.340
*
```

As for the molar mass: 108.162 g mol⁻¹. Its relative energy (zero: lowest compared OMol25 entry of this formula, charge and spin) is 4.793 eV. The calculation puts the frontier orbital gap at 9.51 eV. The max |F| is 0.0707 Eh/bohr. As for the SMILES: C=[S@@](C)(=O)OC.

natural (NBO) atomic charge list, values in e, 6 entries: C -1.02; C -0.28; C -0.71; O -0.93; O -0.70; S 1.91


[4]
# C3H8O2S

A 2-piece molecular cluster, C3H8O2S overall (ωB97M-V/def2-TZVPD, the Open Molecules 2025 dataset).

Geometry as ORCA input:
```
! wB97M-V def2-TZVPD RIJCOSX def2/J DEFGRID3
* xyz 0 1
C -1.264 0.858 0.269
S -1.510 -0.052 -1.253
C -1.370 -1.731 -0.544
H -1.776 0.422 1.118
H -0.212 0.982 0.514
H -1.655 1.864 0.125
H -0.617 -1.696 0.236
H -1.121 -2.417 -1.348
H -2.294 -1.964 -0.012
O 2.692 -0.570 -0.115
C 2.340 0.566 -0.215
O 1.917 1.331 0.826
H 2.325 1.103 -1.160
H 2.544 1.304 1.558
*
```

As for the molar mass: 108.162 g mol⁻¹. Its relative energy (zero: lowest compared OMol25 entry of this formula, charge and spin) is 0.802 eV. The calculation puts the frontier orbital gap at 9.04 eV. The max |F| is 0.0175 Eh/bohr. As for the SMILES: O=CO.CSC.

natural (NBO) atomic charge list, values in e, 6 entries: C -0.76; S 0.17; C -0.73; H 0.21; H 0.22; H 0.23


[5]
# C3H8O2S

A 2-piece molecular cluster, C3H8O2S overall in a non-equilibrium geometry (ωB97M-V/def2-TZVPD, the Open Molecules 2025 dataset).

Geometry as ORCA input:
```
! wB97M-V def2-TZVPD RIJCOSX def2/J DEFGRID3
* xyz 0 1
C -1.226 -2.285 -1.187
C -0.631 -1.313 -0.117
S -0.419 0.357 -0.688
H -2.138 -1.805 -1.536
H -1.416 -3.227 -0.684
H -0.518 -2.373 -2.006
H -1.222 -1.506 0.780
H 0.389 -1.639 0.107
H -1.643 0.908 -0.539
O 1.112 3.512 0.551
C 1.892 2.630 0.782
O 1.895 1.957 1.942
H 2.726 2.387 0.129
H 1.199 2.398 2.466
*
```

As for the molar mass: 108.162 g mol⁻¹. Its relative energy (zero: lowest compared OMol25 entry of this formula, charge and spin) is 0.533 eV. The calculation puts the frontier orbital gap at 9.91 eV. The max |F| is 0.0368 Eh/bohr. As for the SMILES: O=CO.CCS.

natural (NBO) atomic charge list, values in e, 6 entries: C -0.60; C -0.54; S -0.04; H 0.21; H 0.21; H 0.21


[6]
# C3H8O2S

A 2-piece molecular cluster, C3H8O2S overall in a non-equilibrium geometry (ωB97M-V/def2-TZVPD, the Open Molecules 2025 dataset).

Geometry as ORCA input:
```
! wB97M-V def2-TZVPD RIJCOSX def2/J DEFGRID3
* xyz 0 1
C -2.014 -1.790 0.026
C -1.179 0.375 -0.742
C -0.885 -0.791 -0.163
O 3.721 1.263 0.591
O 1.737 2.700 0.122
S 2.065 1.291 0.232
H -3.089 -1.258 0.153
H -2.217 -2.477 -0.807
H -1.774 -2.358 0.801
H -2.148 0.807 -0.801
H 4.358 1.425 -0.119
H -0.388 0.992 -0.968
H 0.153 -0.979 0.079
H 1.660 0.800 1.596
*
```

As for the molar mass: 108.162 g mol⁻¹. Its relative energy (zero: lowest compared OMol25 entry of this formula, charge and spin) is 3.444 eV. The calculation puts the frontier orbital gap at 10.11 eV. The max |F| is 0.0909 Eh/bohr.

natural (NBO) atomic charge list, values in e, 6 entries: C -0.63; C -0.38; C -0.18; O -0.92; O -0.92; S 1.33


[7]
# C3H8O2S2

A 2-piece molecular cluster, C3H8O2S2 overall in a non-equilibrium geometry (ωB97M-V/def2-TZVPD, the Open Molecules 2025 dataset).

Geometry as ORCA input:
```
! wB97M-V def2-TZVPD RIJCOSX def2/J DEFGRID3
* xyz 0 1
C 0.555 0.192 1.209
C -0.033 -0.965 1.979
O 0.141 -2.110 1.687
C -0.429 1.292 0.983
S 0.202 2.818 0.211
S 0.669 4.003 1.802
H 0.940 -0.052 0.219
H 1.398 0.544 1.818
H -0.585 -0.624 2.877
H -0.791 1.681 1.938
H -1.294 0.990 0.424
H -0.511 4.636 1.914
H 0.328 -4.627 -5.237
H -0.182 -3.435 -6.027
O -0.408 -4.343 -5.797
*
```

As for the molar mass: 140.229 g mol⁻¹. Its relative energy (zero: lowest compared OMol25 entry of this formula, charge and spin) is 1.235 eV. The calculation puts the frontier orbital gap at 9.84 eV. The max |F| is 0.0380 Eh/bohr. As for the SMILES: O=CCCSS.O.

natural (NBO) atomic charge list, values in e, 6 entries: C -0.53; C 0.45; O -0.50; C -0.53; S 0.10; S -0.13


[8]
# C3H8O2Sc

C3H8O2Sc as an isolated structure in a non-equilibrium geometry (ωB97M-V/def2-TZVPD, the Open Molecules 2025 dataset).

Geometry as ORCA input:
```
! wB97M-V def2-TZVPD RIJCOSX def2/J DEFGRID3
* xyz 2 2
H -2.590 0.217 -1.631
O -1.823 0.026 -0.940
C -0.562 0.531 -1.391
C 0.332 0.647 -0.180
O 0.251 -0.591 0.528
C 1.207 -0.721 1.577
Sc -1.707 -1.479 0.507
H -0.692 1.519 -1.850
H -0.129 -0.151 -2.136
H 0.006 1.461 0.485
H 1.370 0.829 -0.494
H 1.008 -1.668 2.089
H 2.219 -0.734 1.151
H 1.107 0.114 2.286
*
```

As for the molar mass: 121.051 g mol⁻¹. Its expectation value of S² is 0.750. The calculation puts the frontier orbital gap (spin up / spin down) at 7.91 / 10.18 eV. The max |F| is 0.0682 Eh/bohr.

natural (NBO) atomic charge list, values in e, 6 entries: H 0.58; O -0.85; C -0.11; C -0.11; O -0.65; C -0.28


[9]
# C3H8O3

One molecule with the formula C3H8O3 in a non-equilibrium geometry (ωB97M-V/def2-TZVPD, the Open Molecules 2025 dataset).

Geometry as ORCA input:
```
! wB97M-V def2-TZVPD RIJCOSX def2/J DEFGRID3
* xyz 0 1
O -1.871 -0.290 0.285
C -1.149 0.804 -0.204
C 0.207 0.117 -0.710
O 0.206 -1.319 -0.808
C 1.260 0.277 0.374
O 0.805 -0.371 1.559
H -1.223 -0.626 0.926
H -1.752 1.340 -0.962
H -1.063 1.561 0.616
H 0.487 0.508 -1.688
H -0.406 -1.673 -1.464
H 2.215 -0.158 0.056
H 1.380 1.330 0.623
H 0.902 -1.324 1.417
*
```

As for the molar mass: 92.094 g mol⁻¹. Its relative energy (zero: lowest compared OMol25 entry of this formula, charge and spin) is 1.778 eV. The calculation puts the frontier orbital gap at 10.74 eV. The max |F| is 0.0211 Eh/bohr. As for the SMILES: OCC(O)CO.

natural (NBO) atomic charge list, values in e, 6 entries: O -0.72; C -0.10; C 0.04; O -0.75; C -0.08; O -0.73


[10]
# C3H8O3S

A 2-piece molecular cluster, C3H8O3S overall in a non-equilibrium geometry (ωB97M-V/def2-TZVPD, the Open Molecules 2025 dataset).

Geometry as ORCA input:
```
! wB97M-V def2-TZVPD RIJCOSX def2/J DEFGRID3
* xyz 0 1
O 2.523 1.826 1.708
C 2.632 0.820 1.073
O 3.313 -0.192 1.645
C 1.980 0.312 -0.273
C 0.957 -0.723 0.010
S -0.434 -0.205 1.192
H 3.528 -0.036 2.590
H 1.605 1.239 -0.728
H 2.862 -0.215 -0.690
H 1.305 -1.787 0.322
H 0.241 -0.873 -0.852
H -1.110 0.587 0.339
H -6.883 -0.733 -1.638
H -5.791 -0.005 -2.465
O -6.727 -0.014 -2.232
*
```

As for the molar mass: 124.161 g mol⁻¹. Its relative energy (zero: lowest compared OMol25 entry of this formula, charge and spin) is 0.980 eV. The calculation puts the frontier orbital gap at 9.77 eV. The max |F| is 0.0727 Eh/bohr. As for the SMILES: O=C(O)CCS.O.

natural (NBO) atomic charge list, values in e, 6 entries: O -0.58; C 0.80; O -0.72; C -0.54; C -0.50; S -0.07


[11]
# C3H8O3S

A 2-piece molecular cluster, C3H8O3S overall in a non-equilibrium geometry (ωB97M-V/def2-TZVPD, the Open Molecules 2025 dataset).

Geometry as ORCA input:
```
! wB97M-V def2-TZVPD RIJCOSX def2/J DEFGRID3
* xyz 1 2
O -1.108 0.704 0.436
C -0.029 1.079 0.023
O 0.119 2.254 -0.667
C 1.214 0.388 0.328
C 1.107 -0.921 1.177
S 0.082 -2.297 0.359
H -0.819 2.627 -0.816
H 1.798 0.251 -0.676
H 1.875 1.173 0.958
H 0.542 -0.811 2.117
H 2.084 -1.370 1.366
H -1.013 -1.577 0.028
H -1.482 -0.384 -2.213
H -2.614 -0.577 -1.131
O -1.754 -0.540 -1.288
*
```

As for the molar mass: 124.161 g mol⁻¹. Its expectation value of S² is 0.753. Its relative energy (zero: lowest compared OMol25 entry of this formula, charge and spin) is 0.613 eV. The calculation puts the frontier orbital gap (spin up / spin down) at 11.08 / 6.14 eV. The max |F| is 0.1340 Eh/bohr.

natural (NBO) atomic charge list, values in e, 6 entries: O -0.59; C 0.77; O -0.67; C -0.56; C -0.50; S 0.62


[12]
# C3H8O4

A 2-piece molecular cluster, C3H8O4 overall in a non-equilibrium geometry (ωB97M-V/def2-TZVPD, the Open Molecules 2025 dataset).

Geometry as ORCA input:
```
! wB97M-V def2-TZVPD RIJCOSX def2/J DEFGRID3
* xyz 0 1
C -1.298 0.486 -0.950
C 2.554 0.078 -0.793
C -0.885 -0.851 0.990
O 2.158 -0.651 -1.674
O 1.854 0.475 0.308
O -0.518 0.081 1.974
O -0.508 -0.554 -0.319
H -0.583 0.714 -1.784
H -1.589 1.386 -0.396
H -2.300 0.199 -1.408
H 3.569 0.476 -0.784
H -0.267 -1.722 1.233
H -1.947 -1.040 1.157
H -1.158 0.865 2.231
H 0.917 0.058 0.215
*
```

As for the molar mass: 108.093 g mol⁻¹. Its relative energy (zero: lowest compared OMol25 entry of this formula, charge and spin) is 1.924 eV. The calculation puts the frontier orbital gap at 10.67 eV. The max |F| is 0.0665 Eh/bohr. As for the SMILES: COCO.O=CO.

natural (NBO) atomic charge list, values in e, 6 entries: C -0.30; C 0.64; C 0.21; O -0.60; O -0.71; O -0.75


Which of these has the highest max |F|?
number 2